Entry 1:
The following is a DFT calculation (ωB97M-V/def2-TZVPD) of a molecular structure, C25H25Cl2FeN6O2S4.

XYZ file:
```
65
Properties=species:S:1:pos:R:3:nbo_charge:R:1
Fe -0.201 0.121 -0.096 0.924
Cl 4.761 -0.219 5.149 -0.043
C 3.339 -0.026 4.136 -0.106
C 2.064 -0.082 4.726 -0.208
C 0.946 0.057 3.964 -0.116
Cl -0.620 -0.018 4.719 -0.011
C 1.002 0.282 2.540 0.499
O -0.046 0.427 1.865 -0.719
C 2.323 0.348 1.997 -0.314
C 2.519 0.607 0.593 0.470
O 1.661 0.903 -0.199 -0.597
C 3.463 0.182 2.797 -0.149
H 1.967 -0.238 5.794 0.231
H 3.558 0.570 0.224 0.134
H 4.448 0.233 2.339 0.218
S -1.007 0.345 -2.359 -0.258
C -0.509 1.845 -1.642 0.061
C 0.402 2.731 -2.288 -0.261
C 0.778 3.874 -1.651 -0.155
C 0.287 4.158 -0.355 -0.315
C -0.569 3.263 0.216 0.064
N -0.998 2.136 -0.405 -0.569
H 0.786 2.462 -3.261 0.226
H 1.469 4.561 -2.133 0.205
H 0.580 5.053 0.178 0.211
H -0.960 3.423 1.218 0.197
C -3.663 -3.456 0.110 -0.406
N -3.127 -2.390 0.960 -0.462
C -1.869 -2.717 1.638 -0.402
C -3.219 -1.089 0.484 0.638
N -2.197 -0.327 0.408 -0.773
N -4.500 -0.691 0.109 -0.449
C -5.642 -1.056 0.933 -0.408
C -4.636 0.585 -0.568 -0.422
H -3.026 -3.643 -0.759 0.198
H -4.660 -3.202 -0.244 0.200
H -3.720 -4.376 0.691 0.201
H -2.023 -3.626 2.223 0.188
H -1.592 -1.896 2.300 0.229
H -1.039 -2.874 0.944 0.193
H -2.464 0.643 0.265 0.385
H -5.406 -1.929 1.533 0.227
H -6.508 -1.278 0.304 0.188
H -5.916 -0.237 1.612 0.178
H -4.473 1.439 0.106 0.175
H -5.650 0.657 -0.963 0.196
H -3.926 0.654 -1.390 0.243
S -1.005 -7.233 -1.083 -0.249
C -0.075 -5.905 -0.666 -0.116
S -0.529 -4.324 -1.181 0.412
C 0.818 -3.575 -0.342 -0.100
N 1.545 -4.454 0.263 -0.329
N 1.063 -5.762 0.067 -0.268
C 1.894 -6.784 0.662 0.229
C 1.530 -8.129 0.706 -0.267
C 2.387 -9.062 1.286 -0.206
C 3.602 -8.683 1.830 -0.232
C 3.958 -7.340 1.794 -0.209
C 3.121 -6.397 1.219 -0.245
S 1.117 -1.891 -0.383 -0.287
H 0.590 -8.448 0.293 0.255
H 2.082 -10.103 1.308 0.206
H 4.264 -9.419 2.275 0.205
H 4.901 -7.016 2.220 0.209
H 3.400 -5.357 1.195 0.255
```

Computed properties:
Highest occupied orbital energy (alpha / beta), eV: -4.9 / -4.8
Charge: -1
E_LUMO (alpha / beta), eV: 2.5 / 2.5
Kohn-Sham gap (alpha / beta), hartree: 0.2709 / 0.2675

---

Entry 2:
The following is a DFT calculation (ωB97M-V/def2-TZVPD) of a molecular structure, C5H10OPRh.

XYZ file:
```
18
Properties=species:S:1:pos:R:3:lowdin_spin:R:1
C 0.282 -2.439 0.573 0.269
C -0.123 -2.174 1.877 0.035
C -1.521 -1.871 1.913 0.369
C -2.070 -1.956 0.594 0.040
C -1.076 -2.280 -0.323 0.277
Rh 0.701 1.896 -0.979 2.233
P 2.046 1.219 -2.345 0.191
H 1.252 -2.693 0.163 0.015
H 0.536 -2.199 2.745 -0.005
H -2.085 -1.619 2.811 0.021
H -1.109 -2.412 -1.398 0.017
H -3.115 -1.787 0.337 -0.003
H 1.517 0.508 -3.481 0.015
H 3.050 0.292 -1.888 0.049
H 2.864 2.203 -3.005 0.015
O -0.583 2.578 0.324 0.265
H -0.813 1.960 1.040 0.075
H -1.407 2.917 -0.070 0.122
```

Computed properties:
Highest occupied orbital energy (alpha / beta), eV: -3.5 / -8.8
ΔE to the lowest compared entry with this formula, charge and spin, kcal/mol: 24.6
E_LUMO (alpha / beta), eV: 0.4 / -1.8
Spin multiplicity: 5
Kohn-Sham gap (alpha / beta), hartree: 0.1430 / 0.2573

---

Entry 3:
The following is a DFT calculation (ωB97M-V/def2-TZVPD) of C4H5NO2 in the gas phase.

XYZ file:
```
12
Properties=species:S:1:pos:R:3:nbo_charge:R:1
O -2.541 0.756 0.519 -0.488
C -1.894 -0.110 -0.018 0.429
C -0.404 0.036 -0.343 -0.081
C 0.493 0.895 0.489 -0.266
N 1.755 0.333 -0.099 -0.476
C 1.483 -0.910 -0.243 0.370
O 0.185 -1.272 -0.202 -0.483
H -2.344 -1.104 -0.236 0.131
H 0.250 0.421 -1.259 0.239
H 0.333 1.953 0.274 0.224
H 0.509 0.717 1.570 0.206
H 2.175 -1.716 -0.452 0.196
```

Computed properties:
Structure (SMILES): O=C[C@H]1CN=CO1
Highest occupied orbital energy, eV: -10.1
ΔE to the lowest compared entry with this formula, charge and spin, kcal/mol: 62.8
E_LUMO, eV: 0.5
Kohn-Sham gap, hartree: 0.3904

---

Molecular weight, record by record: 696.5; 220.0; 99.1 g mol⁻¹